(1)
Entry from the Open Molecules 2025 dataset: a structure of composition C20H46HfOP4Se at a distorted geometry (wB97M-V/def2-TZVPD).

```
73
C20H46HfOP4Se wB97M-V/def2-TZVPD
Hf -0.36211 -0.57814 0.57350
P -1.46169 -2.76323 1.06881
P 1.78022 -0.57694 2.23482
P 1.45803 -1.26379 -1.28011
H -2.76220 1.33750 -2.24078
C -2.16927 0.41155 -2.23556
C -1.36678 0.02728 -1.17108
H -0.70573 0.87059 -0.71632
C -2.84664 -2.33914 2.16814
C -0.53979 -4.03658 1.98505
C -2.23999 -3.66222 -0.28556
C 3.07071 0.72043 2.40909
C 1.01171 -0.48625 3.89818
C 2.82903 -2.07180 2.42914
C 0.94949 -1.01251 -3.01807
C 1.75336 -3.07616 -1.24537
C 3.17131 -0.63904 -1.37348
H -2.26312 -0.26139 -3.10914
H -1.26119 -1.14015 -1.10171
H -3.56299 -1.68698 1.65020
H -2.49929 -1.84049 3.08492
H -3.34953 -3.27523 2.43939
H -0.15905 -3.64094 2.93646
H 0.29829 -4.41035 1.38340
H -1.22717 -4.86390 2.19336
H -2.77773 -2.97172 -0.94914
H -2.94635 -4.37090 0.16149
H -1.48882 -4.21333 -0.86374
H 3.57474 0.61988 3.38414
H 2.60513 1.71359 2.34619
H 3.81889 0.62369 1.60865
H 1.79550 -0.36546 4.66119
H 0.44022 -1.40048 4.10628
H 0.32842 0.37344 3.94348
H 3.35842 -2.03318 3.39474
H 3.56665 -2.12601 1.61680
H 2.20704 -2.97550 2.39962
H 1.66317 -1.51222 -3.68494
H 0.93900 0.05765 -3.26188
H -0.05465 -1.41652 -3.18746
H 2.30375 -3.36798 -2.14873
H 0.80669 -3.62877 -1.22549
H 2.33691 -3.35451 -0.36150
H 3.68574 -1.09503 -2.22864
H 3.73131 -0.86873 -0.46010
H 3.15009 0.44655 -1.52132
C 1.02311 3.11567 -2.76474
C 0.03968 2.95785 -3.75868
C 0.42993 2.85412 -5.10183
C 1.77990 2.79188 -5.45751
C 2.74536 2.79679 -4.44553
C 2.36658 2.91674 -3.10025
Se 0.63538 3.87357 -1.01732
H -0.74034 4.22858 -1.36554
H -1.01273 2.97868 -3.47518
H -0.33502 2.83696 -5.86413
H 2.07887 2.72993 -6.50964
H 3.80462 2.71893 -4.67754
H 3.13040 2.95362 -2.32520
C -1.45464 3.53814 2.25791
P -2.28688 1.97974 2.00658
C -3.46780 2.20565 0.66229
C -3.14340 1.44473 3.46732
O -1.22229 0.86614 1.67963
H -0.68652 3.68254 1.48609
H -0.98603 3.50892 3.24928
H -2.17689 4.36924 2.21193
H -3.97834 3.17608 0.71760
H -2.95102 2.12663 -0.29322
H -4.24306 1.43816 0.70169
H -3.38822 0.37568 3.40438
H -2.48759 1.61814 4.33102
H -4.06278 2.04030 3.57367
```

Output
LUMO (spin up / spin down): -0.521 / -0.521 Eh
Energy above the lowest of the compared OMol25 structures with the same formula, charge and spin: 25.6 kcal/mol
Charge: +4
2S+1: 1

(2)
Entry from the Open Molecules 2025 dataset: a structure of composition C20H46O3P2Ti at a distorted geometry (wB97M-V/def2-TZVPD).

```
72
C20H46O3P2Ti wB97M-V/def2-TZVPD
Ti 0.37404 -0.52138 0.76093
C -0.11153 -2.35851 1.34979
O -0.22840 -3.39542 1.89156
C 2.09746 0.12330 0.07220
O 3.10199 0.61391 -0.29790
P 0.25616 -1.66769 -1.55176
C 0.07826 -0.58698 -3.05783
H 0.26070 -1.24741 -3.91322
C 1.96753 -2.39533 -1.87784
H 2.59990 -1.52776 -1.63707
C -1.02683 -2.94709 -2.06359
H -1.92872 -2.32387 -2.07745
C -1.80966 1.33420 3.10645
P -0.41605 1.54914 1.89625
H -0.75873 3.83272 1.17257
H -2.68069 1.22860 2.44025
C 0.77003 2.65978 2.80941
H 0.14225 3.49283 3.16719
C 2.31602 -3.51524 -0.89615
H 3.39928 -3.70617 -0.96976
H 1.79683 -4.45538 -1.13828
H 2.10370 -3.26430 0.15348
C 2.29960 -2.82360 -3.31135
H 1.79558 -3.75608 -3.59617
H 3.38341 -3.01564 -3.35650
H 2.08393 -2.05262 -4.06095
C -0.87582 -3.54036 -3.47868
H -0.71254 -2.79221 -4.26806
H -1.81206 -4.05428 -3.75017
H -0.07641 -4.29253 -3.52594
C -1.22624 -4.01729 -1.00960
H -1.86010 -4.80630 -1.42947
H -1.74964 -3.62826 -0.13302
H -0.28091 -4.47295 -0.68612
C -1.33907 -0.02903 -3.19404
H -2.09458 -0.81362 -3.31811
H -1.39155 0.60904 -4.08557
H -1.62373 0.57970 -2.32673
C 1.14370 0.50085 -3.09071
H 1.01350 1.21973 -2.27297
H 1.05116 1.04806 -4.03877
H 2.16074 0.09796 -3.03468
C -2.03485 2.56001 4.00817
H -2.14564 3.49525 3.44474
H -1.22644 2.69432 4.73917
H -2.96237 2.41627 4.58026
C -1.71037 0.03659 3.92217
H -0.84496 0.02373 4.60448
C -0.32562 2.68918 -0.60524
H -1.66203 -0.85433 3.27622
H -2.62784 -0.04254 4.52760
C -2.56021 2.81642 0.56355
H -0.62513 1.74846 -1.09088
H -0.60893 3.50634 -1.27923
H 0.76815 2.70590 -0.51701
C -1.04201 2.86345 0.72876
H -2.85019 3.49696 -0.24580
H -3.08361 3.13579 1.47155
H -2.90328 1.80659 0.30177
C 1.85531 3.24323 1.90297
H 2.41623 2.47229 1.34584
H 2.56201 3.79988 2.54052
H 1.44092 3.96109 1.17984
C 1.35750 1.94336 4.02201
H 2.08109 1.17651 3.71718
H 0.58139 1.45692 4.62692
H 1.89007 2.67891 4.64365
H -1.71605 3.32762 -2.94173
H -1.56416 2.92452 -3.55607
O 1.60766 -0.76430 2.61865
H 2.52218 -1.10361 2.64004
H 1.21865 -1.09732 3.45826
```

Output
LUMO (spin up / spin down): -0.646 / -0.648 Eh
Charge: +4
2S+1: 1

(3)
Entry from the Open Molecules 2025 dataset: a cluster of 4 separate species, C20H47BBrFNO5 in total at a distorted geometry (wB97M-V/def2-TZVPD).

```
76
C20H47BBrFNO5 wB97M-V/def2-TZVPD
C 1.77736 -0.73430 4.95554
C 1.60858 -1.78827 3.79969
C 3.01405 -2.41179 3.44887
Br 3.10156 -4.33956 3.93280
B 3.53039 -2.04342 1.92519
C 4.94706 -2.88132 1.69391
C 2.49672 -2.50353 0.73462
O 1.46155 -3.47735 1.14126
N 0.30231 -3.05483 0.56314
O -0.01884 -3.79589 -0.30841
C 3.89472 -0.43707 1.93306
C 3.96513 0.25461 0.55444
C 4.27677 1.78595 0.78024
F 5.00033 -0.21388 -0.24621
H 1.71428 -1.30254 5.89826
H 0.96796 0.01374 4.91814
H 2.74166 -0.21342 4.90147
H 0.88747 -2.54925 4.11891
H 1.26474 -1.21450 2.92395
H 3.72062 -1.90896 4.13653
H 5.45381 -2.48993 0.78234
H 4.77428 -3.95219 1.48166
H 5.66762 -2.72762 2.51958
H 3.09636 -3.01613 -0.04838
H 1.97803 -1.67347 0.21559
H 4.88338 -0.31624 2.41928
H 3.17441 0.15213 2.53853
H 3.02984 0.22613 -0.01579
H 4.39121 1.98057 1.85242
H 3.39875 2.37278 0.45142
H 5.14763 2.09239 0.18650
C -1.14661 -1.31862 -1.39663
C -1.63697 -0.15439 -0.55639
O -0.75067 0.95370 -0.55353
C -0.52008 1.56419 -1.80714
C -1.77263 2.15681 -2.42938
H -0.13116 -1.57830 -1.13071
H -1.78212 -2.18668 -1.24942
H -1.15384 -1.07246 -2.46304
H -1.71636 -0.47661 0.48296
H -2.64197 0.15880 -0.86499
H -0.03414 0.86170 -2.49283
H 0.19670 2.36751 -1.62531
H -2.47624 1.37863 -2.73254
H -1.51818 2.73954 -3.31641
H -2.28617 2.80442 -1.71613
C -0.08751 6.24807 0.72658
C -0.30092 5.60113 -0.63059
O -1.30129 6.23810 -1.40858
C -1.04724 7.58538 -1.75564
C 0.19435 7.76733 -2.61221
H -1.03773 6.36196 1.25098
H 0.58229 5.63980 1.33546
H 0.35760 7.24128 0.63310
H -0.64014 4.57501 -0.48128
H 0.63875 5.54066 -1.19028
H -0.99821 8.21017 -0.85704
H -1.92003 7.91815 -2.31982
H 1.10494 7.55060 -2.05046
H 0.26147 8.79601 -2.97027
H 0.17003 7.09456 -3.47104
C -3.15533 -4.53485 -0.77236
C -4.14312 -5.64702 -1.07610
O -5.49129 -5.30603 -0.79005
C -6.02024 -4.22230 -1.52839
C -6.05779 -4.46967 -3.02703
H -3.29778 -4.15882 0.24224
H -2.13283 -4.89414 -0.87352
H -3.28070 -3.69340 -1.45573
H -3.91347 -6.50837 -0.44721
H -4.04637 -5.98357 -2.11448
H -5.47676 -3.29982 -1.29759
H -7.04007 -4.08300 -1.16559
H -5.05326 -4.50547 -3.45286
H -6.60407 -3.67021 -3.53046
H -6.54258 -5.42263 -3.24688
```

Output
LUMO: 0.084 Eh
Charge: -1
2S+1: 1